Entry P
The following is a quantum chemistry calculation of an isolated molecule of C4H12N2, from the Open Molecules 2025 dataset.

```
18
Properties=species:S:1:pos:R:3
N 0.4824 0.6180 0.2872
N 1.6381 1.0648 1.0588
C -0.5666 -1.3860 -0.6131
C -1.6908 -0.9013 0.5178
C 0.7417 -0.7547 -0.1820
C 0.2810 1.5443 -0.8139
H 1.6144 0.5444 1.9339
H -0.4741 -2.4712 -0.5999
H 1.4774 2.0453 1.2899
H -1.3467 -1.2666 1.4790
H 1.1400 -1.3025 0.6776
H -2.6034 -1.4334 0.2686
H -0.8717 -1.0422 -1.6018
H -1.9752 0.1458 0.5768
H 1.1676 1.6184 -1.4658
H 1.4929 -0.7593 -0.9882
H 0.0448 2.5377 -0.4120
H -0.5518 1.1984 -1.4129
```

## Properties
frontier orbital gap = 0.32866 Ha
E_HOMO = -7.786 eV
LUMO = 1.2 eV
SMILES string = CCCN(C)N


Entry Q
The following is a quantum chemistry calculation of an isolated molecule of C4H12N2, from the Open Molecules 2025 dataset.

```
18
Properties=species:S:1:pos:R:3
N -0.2843 -0.6558 0.2185
N -0.9349 2.0047 -1.3980
C 0.6625 0.2427 -0.6633
C 0.3206 1.8651 -0.5897
C -0.0499 -0.5700 1.7222
C -0.1287 -2.1588 0.0399
H 0.9848 -0.6727 1.9832
H 1.2353 2.3545 -1.0309
H -0.2721 0.5100 1.8801
H 0.8351 -0.0875 -1.6866
H -0.9461 -2.2298 -0.7734
H 1.7286 0.2432 -0.2983
H -0.5319 -2.8191 0.7770
H -0.7051 -1.2244 2.3760
H -1.2251 1.0006 -1.6229
H -1.7654 2.5217 -1.0967
H 0.1807 2.0721 0.5128
H 0.8958 -2.3966 -0.3502
```

## Properties
frontier orbital gap = 0.35823 Ha
E_HOMO = -8.611 eV
LUMO = 1.1 eV
SMILES string = CN(C)CCN


Entry R
The following is a quantum chemistry calculation of an isolated molecule of C4H12N2, from the Open Molecules 2025 dataset.

```
18
Properties=species:S:1:pos:R:3
N -0.8431 -0.0028 -1.4265
N 2.1552 -0.5971 -0.5546
C -1.9770 1.0216 0.4145
C 1.3285 -1.0887 0.5049
C 0.0890 -0.2568 0.9203
C -0.6056 0.7044 -0.1702
H -2.5204 0.1533 0.7819
H -1.8364 1.7269 1.2388
H 0.5369 0.5640 1.4925
H -0.7203 -0.8036 1.3839
H 2.1160 -1.0357 -1.4483
H -1.1715 0.5899 -2.1798
H 0.0668 1.5583 -0.2853
H 1.9008 -1.2214 1.4337
H 3.0776 -0.3014 -0.2792
H 1.0537 -2.1315 0.2745
H -2.6566 1.4824 -0.3094
H 0.0066 -0.3618 -1.7918
```

## Properties
frontier orbital gap = 0.37045 Ha
E_HOMO = -8.999 eV
LUMO = 1.1 eV
SMILES string = C[C@H](N)CCN


Stability ranking, top and bottom: entry R is the most stable and entry Q is the least stable.


Entry P
The following is a quantum chemistry calculation of an isolated molecule of C4H12N2, from the Open Molecules 2025 dataset.

```
18
Properties=species:S:1:pos:R:3
N 0.1737 -2.1621 0.3925
N 0.3857 1.5423 1.9280
C -0.1786 1.1703 -0.4578
C 0.8255 0.9436 0.5865
C -0.9097 -0.1990 -1.0494
C 0.0161 -1.4106 -0.9611
H -0.6628 1.5965 2.0522
H -0.6972 -2.3125 0.8580
H -1.0407 0.0131 -2.0311
H -0.5160 -2.2641 -1.4370
H 1.8494 1.2978 0.3093
H 1.0625 -2.2223 0.9205
H 0.4757 2.4867 1.8252
H -2.0491 -0.4267 -0.6392
H 0.9170 -1.2240 -1.5269
H 1.0718 -0.1319 0.8964
H -1.0534 1.8538 -0.2245
H 0.3300 1.4489 -1.4416
```

## Properties
frontier orbital gap = 0.35032 Ha
E_HOMO = -8.407 eV
LUMO = 1.1 eV
SMILES string = NCCCCN


Entry Q
The following is a quantum chemistry calculation of a cluster of 2 separate species, C4H12N2 in total, from the Open Molecules 2025 dataset.

```
18
Properties=species:S:1:pos:R:3
N 0.6035 -0.4800 -1.6200
N -0.8108 0.6545 1.2614
C 2.0050 -1.0302 -1.8071
C 0.0830 0.1043 2.2139
C -0.3613 -1.1426 -2.1197
C -1.6394 1.7369 1.6830
H -2.2791 1.8759 0.8537
H -1.0736 2.7254 1.7339
H -0.2989 0.9243 0.4650
H 0.0689 -1.9651 -2.7408
H -2.0598 1.5902 2.6469
H -1.3389 -0.7110 -2.1677
H 0.5865 -0.6974 1.5206
H 0.6430 1.0243 2.7203
H 1.9669 -2.1294 -1.8844
H -0.3925 -0.4601 3.1112
H 2.5250 -0.6269 -2.7321
H 2.5803 -0.7822 -0.8369
```

## Properties
frontier orbital gap = 0.33989 Ha
E_HOMO = -8.172 eV
LUMO = 1.1 eV
SMILES string = C=NC.CNC


Stability ranking, top and bottom: entry P is the most stable and entry Q is the least stable.


Entry P
The following is a quantum chemistry calculation of an isolated molecule of C4H12N2, from the Open Molecules 2025 dataset.

```
18
Properties=species:S:1:pos:R:3
N 2.2583 1.0482 0.0792
N -1.3002 -0.8383 0.0274
C -1.5239 -1.5459 1.2791
C 1.4683 0.3897 -0.9854
C -0.8300 0.5412 0.1006
C 0.0483 0.9009 -1.1033
H -0.9211 -1.4003 -0.7205
H -0.2448 0.6519 1.0182
H -1.5796 -0.8125 2.0805
H 1.6772 1.6268 0.6724
H -1.6910 1.1998 0.1108
H -0.0344 1.9699 -1.3095
H -0.7191 -2.2429 1.5255
H 2.7534 0.3717 0.6378
H -2.4716 -2.0793 1.2434
H 2.0520 0.4870 -1.9058
H 1.4213 -0.6739 -0.7740
H -0.3630 0.4060 -1.9763
```

## Properties
frontier orbital gap = 0.34689 Ha
E_HOMO = -8.315 eV
LUMO = 1.1 eV
SMILES string = CNCCCN


Entry Q
The following is a quantum chemistry calculation of a cluster of 2 separate species, C4H12N2 in total, from the Open Molecules 2025 dataset.

```
18
Properties=species:S:1:pos:R:3
N -1.2789 0.4443 -0.3260
N 1.8180 0.0885 -0.0025
C -1.6953 0.5031 -1.7030
C 1.4067 -1.0498 0.3630
C 2.9698 0.5363 0.7923
C -2.0436 -0.3845 0.5826
H 0.3904 -1.3533 0.1602
H 3.8107 0.8830 0.2025
H -1.2712 -0.3247 -2.2899
H 3.3274 -0.2479 1.4718
H 2.6581 1.3718 1.4213
H 1.9797 -1.7384 0.9939
H -2.3093 -1.3065 0.0651
H -2.7798 0.3959 -1.8838
H -2.9670 0.1049 0.9140
H -1.4381 -0.7062 1.4247
H -1.2112 1.3940 0.0090
H -1.3664 1.3896 -2.1953
```

## Properties
frontier orbital gap = 0.34841 Ha
E_HOMO = -8.380 eV
LUMO = 1.1 eV
SMILES string = C=NC.CNC


Entry R
The following is a quantum chemistry calculation of a cluster of 2 separate species, C4H12N2 in total, from the Open Molecules 2025 dataset.

```
18
Properties=species:S:1:pos:R:3
N -0.5222 1.6724 2.4344
N -0.5195 1.7096 -0.0790
C -0.6305 -1.3815 -2.0375
C 1.5847 -1.4544 -0.6404
C 0.2381 -2.0544 -1.2121
C -0.4873 0.9792 1.2079
H 0.1310 -3.1287 -1.1076
H 0.4275 0.3231 1.2462
H -1.4821 2.0601 -0.1190
H 1.6299 -1.5990 0.4851
H -1.5716 -1.8639 -2.3179
H -1.3853 2.2339 2.5956
H 0.1078 2.4802 -0.0703
H -0.4609 -0.2816 -2.3233
H 1.6175 -0.3611 -0.7629
H 2.4414 -1.9691 -1.0309
H -1.3553 0.2956 1.1219
H 0.2367 2.3395 2.6099
```

## Properties
frontier orbital gap = 0.37097 Ha
E_HOMO = -9.032 eV
LUMO = 1.1 eV
SMILES string = C=CC.NCN


Stability ranking, top and bottom: entry P is the most stable and entry Q is the least stable.


Entry P
The following is a quantum chemistry calculation of a structure of composition C4H12N2, from the Open Molecules 2025 dataset.

```
18
Properties=species:S:1:pos:R:3
N 1.0197 -2.4177 -0.2085
N 0.1042 2.0267 1.3499
C -0.4062 0.0814 0.2306
C 0.6678 -1.2351 -0.9137
C 0.8193 0.7633 0.0813
C -1.6495 0.4711 -0.5105
H 1.8189 -2.3027 0.4007
H 1.5052 -0.9061 -1.5262
H -2.1467 -0.4084 -0.9311
H -0.1557 -1.4247 -1.5982
H 0.2518 -2.8220 0.3107
H 0.2717 1.8606 2.3405
H -2.3475 0.9609 0.1664
H -0.5438 -0.5017 1.1359
H 0.9620 1.3932 -0.7871
H -0.4232 2.8730 1.1418
H -1.4278 1.1557 -1.3294
H 1.6799 0.4325 0.6469
```

## Properties
frontier orbital gap = 0.29273 Ha
E_HOMO = -6.912 eV
LUMO = 1.1 eV


Entry Q
The following is a quantum chemistry calculation of a cluster of 2 separate species, C4H12N2 in total, from the Open Molecules 2025 dataset.

```
18
Properties=species:S:1:pos:R:3
N 1.0629 0.4289 0.6410
N -1.1602 0.2695 -0.9250
C 2.5235 0.7622 0.5398
C 0.8819 -0.9357 1.1671
C -2.0433 -0.6104 -1.6435
C -1.6937 0.9908 -0.0276
H 1.7624 -1.5607 1.4154
H -2.1151 -0.4114 -2.7067
H 0.2574 -0.8223 2.0799
H -1.6957 -1.6553 -1.5905
H 3.0505 0.0700 -0.1350
H -3.0893 -0.6755 -1.2889
H -1.3656 2.0277 0.0680
H 0.5872 0.7478 -0.2101
H 0.2272 -1.5404 0.5079
H -2.6510 0.7106 0.4122
H 2.6500 1.7883 0.1532
H 2.8108 0.4160 1.5427
```

## Properties
frontier orbital gap = 0.32546 Ha
E_HOMO = -7.922 eV
LUMO = 0.9 eV
SMILES string = C=NC.CNC


Stability ranking, top and bottom: entry Q is the most stable and entry P is the least stable.


Entry P
The following is a quantum chemistry calculation of a structure of composition C6H10O, from the Open Molecules 2025 dataset.

```
17
Properties=species:S:1:pos:R:3
O 0.6535 -1.6795 1.1919
C -1.1935 1.2820 -0.3398
C 2.0950 -0.7012 -0.4378
C 0.0812 1.1926 0.2019
C -1.0750 -0.3565 -0.4643
C 1.7496 -1.1313 0.8216
C -2.2277 0.3349 0.1590
H -3.1628 0.3782 -0.3914
H 3.0742 -0.2618 -0.6095
H 0.9236 1.6765 -0.2750
H -1.3565 1.8081 -1.2742
H -0.4080 -1.0048 0.2144
H -1.0753 -0.6048 -1.5214
H 1.5260 -0.9993 -1.3165
H 2.4785 -0.8931 1.6246
H 0.2435 0.7539 1.1817
H -2.3264 0.2061 1.2348
```

## Properties
frontier orbital gap = 0.25563 Ha
E_HOMO = -7.045 eV
LUMO = -0.1 eV


Entry Q
The following is a quantum chemistry calculation of an isolated molecule of C6H10O, from the Open Molecules 2025 dataset.

```
17
Properties=species:S:1:pos:R:3
O 0.0532 1.8355 -0.6211
C 0.1016 -1.2234 0.6442
C -1.3860 -0.9271 0.6735
C -1.5931 -0.0290 -0.5593
C 0.7586 -0.3395 -0.1231
C 2.4602 0.3328 0.1804
C -0.1853 0.4848 -0.9603
H -0.0516 0.4221 -2.0474
H 2.5199 0.4472 1.2725
H 2.2132 -0.6008 -0.4580
H -2.0363 -1.8041 0.7015
H 2.4932 1.3364 -0.2629
H 0.1787 1.8180 0.3391
H 0.5503 -1.9530 1.3155
H -2.0534 -0.6099 -1.3634
H -1.5975 -0.3855 1.6122
H -2.2397 0.8319 -0.3716
```

## Properties
frontier orbital gap = 0.34747 Ha
E_HOMO = -8.533 eV
LUMO = 0.9 eV
SMILES string = CC1=CCC[C@H]1O


Stability ranking, top and bottom: entry Q is the most stable and entry P is the least stable.


Entry P
The following is a quantum chemistry calculation of a structure of composition C6H10O, from the Open Molecules 2025 dataset.

```
17
Properties=species:S:1:pos:R:3
O 0.8080 -0.0637 -1.9040
C 0.8898 1.0591 -1.0111
C 1.0324 0.1419 0.2307
C 0.8691 -0.9718 -0.8113
C -1.2659 0.8614 1.2629
C -0.5222 -1.4201 -0.4087
C -0.2427 -0.2095 0.9726
H -1.4509 1.5061 0.3899
H 1.6349 -1.7432 -0.9159
H 1.9651 0.2972 0.7834
H -1.3339 -1.0982 -1.0440
H -0.4563 -1.2573 1.1705
H -2.2102 0.4086 1.5649
H -0.0013 1.6989 -1.0706
H -0.6197 -2.5188 -0.2213
H 1.7723 1.6695 -1.2406
H -0.9627 1.5360 2.0814
```

## Properties
frontier orbital gap = 0.34382 Ha
E_HOMO = -8.253 eV
LUMO = 1.1 eV


Entry Q
The following is a quantum chemistry calculation of a structure of composition C6H10O, from the Open Molecules 2025 dataset.

```
17
Properties=species:S:1:pos:R:3
O 1.3280 -0.1569 -0.9351
C 0.6877 1.0770 -0.7951
C -0.5530 -2.0062 -0.2030
C 0.1075 0.0819 1.2738
C 0.7256 1.3858 0.7185
C -0.7353 0.5177 -0.9695
C -0.2506 -0.5577 -0.0415
H -1.5082 1.2011 -0.6121
H 0.9767 1.9188 -1.4351
H 0.1129 2.2609 0.9408
H -0.2936 -2.5895 0.6861
H -0.9499 0.1011 -1.9581
H 0.1156 -2.2591 -1.0254
H 0.7991 -0.5796 1.7998
H -1.5821 -2.2297 -0.5140
H 1.7412 1.5415 1.0865
H -0.7443 0.2627 1.9510
```

## Properties
frontier orbital gap = 0.36913 Ha
E_HOMO = -9.049 eV
LUMO = 1.0 eV


Stability ranking, top and bottom: entry Q is the most stable and entry P is the least stable.


Entry P
The following is a quantum chemistry calculation of an isolated molecule of C6H10O, from the Open Molecules 2025 dataset.

```
17
Properties=species:S:1:pos:R:3
O -1.2228 0.3257 -1.1940
C -1.0632 1.0638 0.0058
C -0.3635 -0.8033 -1.2972
C 0.3843 1.4249 0.3147
C -0.4564 -1.6973 -0.1100
C 0.3372 -1.2647 0.8792
C 1.2406 0.1201 0.5829
H 0.7582 2.0582 -0.5115
H -1.7006 1.9444 -0.1151
H 1.9506 0.1064 -0.2836
H 0.2419 -1.8210 1.8410
H 0.6684 -0.4855 -1.2349
H -1.1564 -2.5413 -0.1056
H 1.9058 0.2682 1.4296
H 0.4050 2.0760 1.1972
H -1.4184 0.4896 0.8701
H -0.5108 -1.2642 -2.2684
```

## Properties
frontier orbital gap = 0.38926 Ha
E_HOMO = -9.472 eV
LUMO = 1.1 eV
SMILES string = C1=CCOCCC1


Entry Q
The following is a quantum chemistry calculation of a cluster of 2 separate species, C6H10O in total, from the Open Molecules 2025 dataset.

```
17
Properties=species:S:1:pos:R:3
O -1.5362 -0.6803 2.9569
C 1.4139 -0.5322 -0.5310
C 1.1874 0.2506 -1.7883
C -1.3110 -0.5176 0.6145
C -1.4043 0.0172 1.9788
C 1.6614 0.0120 0.6554
C -1.7424 0.3080 -0.3346
H 1.8220 -0.5879 1.5468
H -1.1205 -1.5827 0.5065
H -1.5351 1.1221 2.0169
H 1.6741 1.0941 0.7803
H 1.1177 1.3240 -1.5811
H -2.1321 -0.0207 -1.2884
H 0.2733 -0.0542 -2.3156
H -1.7390 1.3769 -0.1226
H 2.0256 0.0884 -2.4751
H 1.3453 -1.6177 -0.6195
```

## Properties
frontier orbital gap = 0.36724 Ha
E_HOMO = -9.450 eV
LUMO = 0.5 eV
SMILES string = C=CC=O.C=CC


Stability ranking, top and bottom: entry Q is the most stable and entry P is the least stable.